Entry 1:
Entry from OMol25: a 2-piece molecular cluster, C8H18N2OS overall (ωB97M-V with the def2-TZVPD basis set).

The total charge is 0. The calculation puts the HOMO energy at -7.66 eV.

Atoms and positions in Å:
H 5.723 -0.490 -0.059
C -2.002 -1.592 1.270
H 5.740 0.829 1.121
H -1.821 2.696 -0.342
H 3.562 -0.083 1.572
C -2.465 1.948 -0.134
H -0.980 -1.891 0.860
H -1.836 -1.202 2.294
C -2.741 -1.040 -1.272
H -3.502 -0.209 0.427
H 3.067 0.985 0.256
S 0.793 1.764 -0.480
C 3.704 0.212 0.565
H 5.171 1.282 -0.440
N 1.085 -1.521 -0.570
C 2.170 -1.206 -0.290
H -0.209 -0.385 -0.647
H -3.036 2.403 0.564
H -3.319 -0.382 -1.775
C -2.577 -0.599 0.210
H -3.003 1.752 -0.951
C -1.679 0.670 0.322
H -0.908 0.757 -1.575
H -3.392 -1.901 -1.195
O 3.405 -1.050 -0.127
N -0.577 0.603 -0.665
H -1.110 0.932 1.184
H -1.698 -1.335 -1.648
C 5.191 0.396 0.281
H -2.758 -2.344 1.243



Entry 2:
Entry from OMol25: a 8-piece molecular cluster, C34H87ClN5O16 overall (ωB97M-V with the def2-TZVPD basis set).

The total charge is -1. The calculation puts the HOMO energy at -5.69 eV.

Atoms and positions in Å:
C 0.610 2.268 5.044
C -2.755 0.249 0.282
H 4.570 -2.792 1.266
H 4.254 5.652 -1.850
H 4.238 -4.737 3.533
C 5.388 -3.081 5.054
H 3.793 0.380 -4.507
C 3.530 2.396 -5.246
H 1.436 2.657 5.639
H -0.638 -1.898 -2.302
H -9.431 -3.296 1.182
H 5.237 6.060 -0.535
C -1.666 2.134 -3.924
H 2.256 1.027 -4.141
H 1.757 6.742 0.458
H 6.266 -3.726 5.014
O 5.464 1.205 2.230
O 1.659 -0.196 -1.479
H 5.499 1.411 -0.382
C 2.429 -0.685 3.448
H -1.917 3.653 -5.093
H -7.924 0.776 2.651
C -5.441 0.788 2.742
N -6.241 -0.467 2.487
O 4.887 2.438 -5.512
H 2.333 6.868 -1.152
H -4.935 -6.703 -6.985
C -4.012 0.638 2.274
H 3.709 1.616 -3.262
H -8.146 -2.317 3.124
H -9.494 -1.148 3.374
H 0.121 -0.396 -4.187
H 3.327 -0.690 2.830
H -2.839 0.474 -0.782
C -4.378 -4.967 -5.032
H 2.354 -3.221 2.566
H -3.710 -5.827 -4.984
C 0.174 4.353 -0.063
H -3.407 1.429 2.717
Cl 2.048 0.682 -0.440
H 3.208 7.560 0.222
H -7.367 -0.011 4.151
C 2.671 6.681 -0.133
C 0.543 -3.482 0.689
H -2.264 -3.293 -1.399
C 6.120 2.178 0.080
H 5.133 0.097 3.969
H -1.717 3.599 1.426
H 1.135 0.240 5.517
H 0.430 4.078 4.191
O 2.006 0.676 3.667
C -7.556 -0.152 3.087
H -4.539 -2.936 -4.360
O 0.320 3.621 1.143
H 1.035 4.431 -0.727
H -6.374 -6.219 -6.157
H 0.115 0.372 4.025
H -1.031 4.737 2.286
C -2.562 -2.932 -2.383
H -5.466 1.045 3.801
H -6.046 -5.648 -7.852
H -5.926 1.609 2.214
C 4.130 -3.716 1.641
H -0.161 -1.812 -5.310
H -0.940 1.785 -4.658
H -0.555 3.709 -0.556
H 5.786 -0.799 2.628
O -8.742 -1.416 1.425
O 3.383 5.446 0.145
O 0.095 -2.625 1.766
C -1.196 1.856 -2.510
H 7.168 0.684 1.136
O 3.310 0.221 0.132
O -3.956 0.795 0.899
C -3.781 -3.717 -4.412
C 0.930 0.804 4.607
H -1.919 2.137 -1.745
H 5.853 -4.359 2.796
C -1.319 -2.791 2.008
O 1.055 0.728 0.599
N 0.500 3.125 3.866
H 6.291 3.986 0.756
H 4.602 3.425 -1.570
H -1.525 -3.809 2.336
C 5.821 0.169 3.126
H -3.044 -3.249 -5.065
H -0.218 5.357 0.096
H -3.890 -4.428 -2.522
H 2.376 -3.985 -0.302
H -5.207 -5.288 -4.401
H -3.298 -2.174 -2.116
H 4.701 -3.699 5.633
H -1.851 -2.053 2.608
C 5.214 4.038 -0.908
H -0.147 2.341 5.824
C 3.304 1.313 -4.227
H 2.269 -2.433 0.121
H -1.597 2.891 3.770
O 2.301 2.058 -0.854
H -10.665 -2.220 1.755
H -10.010 -2.113 0.024
C -0.792 3.715 1.992
H 6.114 4.278 -1.473
H -0.183 2.199 -2.299
C -5.627 -5.869 -6.870
H -0.876 -0.446 -5.756
H 5.050 3.017 -6.260
H -1.870 0.752 0.672
H -1.840 -2.680 1.057
H 6.819 0.285 3.548
O -4.875 -4.792 -6.299
H -2.637 -0.824 0.435
C 2.052 -3.406 0.563
H 5.674 -2.152 5.547
C 6.550 1.557 1.348
H 0.097 -3.178 -0.258
H -6.370 -0.357 1.491
N -3.190 -4.030 -3.132
H -0.704 -3.093 -3.531
C -0.582 -0.931 -4.825
H -2.607 1.664 -4.212
O -1.786 3.510 -4.153
C -0.709 2.749 3.153
N 5.507 3.455 0.406
C -9.809 -2.279 1.082
H -0.717 1.812 2.596
C -1.293 -2.297 -3.076
O 4.797 -2.831 3.785
H 3.225 3.385 -4.903
H 2.590 -1.190 4.401
H -1.108 0.776 -2.387
C 4.456 5.355 -0.821
H 2.874 2.268 -6.107
H 6.992 2.297 -0.564
N 2.712 -3.785 1.809
H -3.500 -0.263 2.611
H 0.239 -4.508 0.895
O -1.727 -1.394 -4.083
C 4.835 -4.014 2.977
H 7.258 2.185 1.889
H 1.707 -1.307 2.920
H 4.473 -4.469 0.932
C -8.563 -1.350 2.844



Entry 3:
Entry from OMol25: C41H52BCl3CoN7O3 as an isolated structure (ωB97M-V with the def2-TZVPD basis set).

The expectation value of S² is 6.04. As for the spin multiplicity: 5. The total charge is 0. The calculation puts the HOMO energy (alpha / beta) at -8.37 / -8.36 eV.

Atoms and positions in Å:
C -17.027 4.270 4.390
H -16.082 -1.260 8.060
H -20.064 -1.666 8.772
H -20.874 5.811 11.992
H -15.465 5.349 8.455
O -18.104 1.035 2.664
C -18.875 4.935 8.340
C -19.236 0.031 7.612
H -16.547 5.181 9.869
C -17.530 5.446 7.917
C -20.548 -2.378 1.211
H -24.481 3.663 4.333
H -16.803 7.664 3.685
C -22.274 3.487 4.485
H -18.784 -1.218 0.830
O -21.838 0.436 5.242
H -23.465 0.059 7.212
B -21.661 2.707 7.953
H -24.586 -0.592 8.447
H -17.472 7.411 8.891
C -19.916 -0.573 2.567
C -21.946 3.664 3.026
N -20.662 3.764 8.377
N -19.552 4.040 7.652
C -19.511 5.243 9.554
H -22.651 4.175 10.112
H -22.409 2.632 1.187
H -20.362 5.123 2.908
H -22.569 2.633 8.720
N -21.474 3.247 5.516
H -17.582 -1.571 8.971
H -17.568 0.826 5.339
H -24.164 4.734 8.328
H -26.311 3.205 5.673
C -21.232 0.205 8.557
Cl -14.259 7.361 2.856
H -22.078 -2.097 9.916
C -22.375 -1.124 10.318
H -21.962 6.495 10.788
C -21.017 -0.754 3.361
H -17.364 5.091 6.889
H -26.688 2.035 6.977
N -19.721 1.241 7.335
H -22.775 -1.940 3.712
C -17.118 0.629 6.298
C -17.502 6.980 7.885
H -21.246 2.245 10.906
C -24.737 2.998 7.151
H -25.374 5.048 7.065
H -23.302 1.960 2.538
H -25.590 1.606 5.726
H -16.597 7.312 7.354
N -22.275 3.073 6.609
C -21.383 3.132 11.536
C -16.577 6.616 3.787
N -19.834 1.060 4.246
H -22.223 2.965 12.230
C -14.835 4.868 3.425
H -17.977 -1.299 6.520
C -20.147 -0.646 8.401
Cl -18.994 6.133 4.898
C -16.405 4.926 8.810
C -20.973 0.298 4.419
C -25.046 4.355 7.816
H -20.368 -3.041 0.375
C -20.650 4.463 9.543
Co -19.542 2.546 5.714
H -16.903 1.546 6.824
C -15.676 3.897 3.876
H -21.559 -0.852 10.983
C -20.508 4.074 2.708
C -25.900 2.452 6.346
H -22.318 -3.382 1.803
N -20.926 1.367 7.946
H -20.295 3.917 1.662
H -24.495 2.254 7.941
H -16.855 0.054 8.982
C -22.357 2.405 2.255
H -23.284 -1.287 10.875
H -19.174 5.916 10.308
C -22.561 -0.101 9.184
H -25.829 4.266 8.592
C -19.631 -1.356 1.479
C -21.688 4.326 10.632
C -23.556 -0.557 8.099
C -17.863 -0.407 7.139
C -21.658 -2.545 2.013
H -22.929 0.848 9.610
H -22.606 4.477 2.704
H -16.131 0.192 6.036
H -18.341 7.422 7.367
C -19.148 0.601 3.139
Cl -15.207 2.247 3.919
H -16.354 3.836 8.723
C -17.423 5.695 4.295
H -13.807 4.678 3.136
H -21.578 1.619 2.312
C -21.917 -1.736 3.112
H -20.441 3.273 12.094
C -15.294 6.189 3.407
C -23.559 3.172 6.243
C -23.587 3.471 4.920
C -21.774 5.625 11.433
O -17.750 3.428 4.929
H -19.757 3.498 3.255
H -22.565 5.579 12.181
C -17.039 -0.830 8.369
H -23.248 -1.574 7.839



Entry 4:
Entry from OMol25: a 2-piece molecular cluster, C3H6NO4 overall (ωB97M-V with the def2-TZVPD basis set).

The expectation value of S² is 0.75. As for the spin multiplicity: 2. The total charge is 0. The calculation puts the HOMO energy (alpha / beta) at -9.80 / -9.80 eV.

Atoms and positions in Å:
H -0.002 1.064 2.964
H 1.608 1.432 -1.166
O 1.396 -0.900 -0.006
O -0.413 -2.113 -2.621
O -1.309 -2.854 -0.749
O 0.458 0.974 2.110
C 0.624 0.027 0.075
H -0.009 0.997 -1.719
C 0.591 1.232 -0.832
N -1.040 -1.990 -1.578
H 0.184 2.110 -0.323
C -0.330 0.163 1.255
H -1.233 0.687 0.911
H -0.525 -0.827 1.679



Entry 5:
Entry from OMol25: one molecule with the formula C4H9NO2 (ωB97M-V with the def2-TZVPD basis set).

The total charge is 0. The calculation puts the HOMO energy at -8.87 eV.

Atoms and positions in Å:
H 2.172 -0.791 -2.042
C -1.574 0.985 0.869
H -1.818 1.136 1.922
H -2.435 1.219 0.232
C 0.393 0.620 0.352
O -1.308 -0.973 -0.591
C 1.955 -0.589 -0.992
H -2.055 -1.197 0.059
C -0.880 -0.339 0.603
H 1.181 0.590 1.128
N 0.863 0.371 -0.942
H 1.737 -1.549 -0.492
O -0.444 1.764 0.465
H 0.030 -0.014 -1.411
H 2.851 -0.153 -0.535
H -0.669 -1.079 1.375



Entry 6:
Entry from OMol25: C8H19ClI2O2PTi as an isolated structure (ωB97M-V with the def2-TZVPD basis set).

The expectation value of S² is 0.96. As for the spin multiplicity: 2. The total charge is +2. The calculation puts the HOMO energy (alpha / beta) at -16.01 / -16.46 eV.

Atoms and positions in Å:
H 1.175 1.122 -4.263
O -3.285 0.075 -0.158
I -1.138 2.312 -0.623
H 0.100 2.087 3.098
C -2.122 0.062 0.011
H 0.483 2.299 -3.075
H 1.186 -1.245 -4.197
H -0.190 0.690 4.155
H 2.828 0.612 2.747
Ti 0.716 0.034 0.181
H 0.428 -2.352 -2.981
H -2.078 1.823 2.015
H -2.374 0.264 2.854
H 0.548 -1.392 3.349
H -1.189 -0.014 -4.250
Cl 2.886 0.086 -0.207
H 1.958 0.468 4.281
C 2.310 -0.069 3.400
H 3.010 -0.831 3.717
H 1.496 -1.356 1.837
O 0.214 0.262 2.141
C -1.881 1.241 2.923
H 2.045 -1.623 -2.661
H -2.329 1.802 3.749
C 1.087 1.390 -3.203
C -1.389 -0.024 -3.170
H 2.080 1.536 -2.761
H -1.948 0.872 -2.873
H -1.928 -0.933 -2.879
C -0.403 1.105 3.160
C 1.159 -0.743 2.679
C 1.065 -1.469 -3.129
P 0.255 -0.015 -2.383
I -1.267 -2.228 -0.324



Entry 7:
Entry from OMol25: a 3-piece molecular cluster, C18H45FN2O11P2S overall (ωB97M-V with the def2-TZVPD basis set).

The total charge is 0. The calculation puts the HOMO energy at -9.59 eV.

Atoms and positions in Å:
H 3.989 3.207 -0.069
H -6.665 -3.598 4.966
C 0.844 -0.912 0.402
H -8.422 -5.272 3.074
H -0.223 -2.183 2.154
H 0.341 -1.358 3.769
H -3.087 -1.494 1.742
N 1.435 -2.791 -2.994
H 1.669 1.031 -0.457
H 2.705 5.198 -4.471
C -8.523 -3.576 1.731
C -1.054 0.920 3.452
O 5.373 2.323 -3.466
O 4.606 4.477 -4.017
F 2.844 -0.934 4.106
H 0.455 0.684 -2.530
H -9.302 -3.038 2.281
H 2.884 -0.398 -0.642
O -6.143 -2.563 0.142
H 5.280 1.089 0.428
P 4.125 3.365 -2.874
C -8.637 -5.062 2.021
C 5.328 1.578 -0.548
S 2.704 -0.909 2.379
C 3.943 6.772 -3.599
H 2.090 -0.154 -2.997
H -5.060 -3.115 5.570
H -0.185 -1.496 -3.635
H 7.855 3.349 -2.826
O -1.206 -0.316 2.640
H 8.153 4.034 -4.443
H 5.998 3.110 -5.279
P -5.939 -3.560 1.308
H -8.670 -3.378 0.665
H -3.961 -4.117 3.574
H 3.181 7.522 -3.832
C 6.420 2.752 -4.334
H -5.757 -2.335 4.156
H -4.343 0.458 0.672
H -3.906 -1.923 0.251
O 3.008 4.297 -2.344
H 0.828 -3.615 -3.209
O 3.148 -2.316 1.871
H 6.994 1.854 -4.586
H -4.966 -5.288 4.392
C -5.002 -4.362 3.809
O -7.271 -3.050 2.147
C -4.797 -0.265 1.358
C 0.021 -1.131 2.663
C -4.077 -1.601 1.284
H -9.639 -5.430 1.784
C 5.012 3.058 -0.429
C 1.149 -0.251 -2.268
H 6.884 4.685 -3.414
O 5.189 3.740 -1.662
O 3.722 0.146 1.866
H -1.362 1.832 2.750
H 0.078 1.067 3.769
H 5.689 3.517 0.298
H 3.897 6.556 -2.526
C 1.725 -0.128 -0.737
C 0.435 -1.680 -2.632
H -4.749 0.140 2.373
H 4.929 7.209 -3.780
C 7.376 3.764 -3.722
H 1.036 -2.088 0.353
H -7.919 -5.634 1.424
C -5.655 -3.290 4.669
H -5.862 -0.349 1.113
O -4.779 -2.598 2.019
H 4.614 1.077 -1.212
H -0.357 -2.053 -1.843
H -1.698 0.921 4.435
O -5.710 -4.675 2.611
C 3.749 5.528 -4.451
H 6.326 1.425 -0.973
N 1.096 -0.442 1.830
H 4.018 5.763 -5.486
H -0.320 -0.749 0.194
H 2.100 -2.973 -2.211



Entry 8:
Entry from OMol25: C6H22HgN6O6 as an isolated structure (ωB97M-V with the def2-TZVPD basis set).

The total charge is 0. The calculation puts the HOMO energy at -6.76 eV.

Atoms and positions in Å:
H 2.383 1.873 -0.898
H -3.429 -1.310 -0.689
H -0.581 -2.635 0.896
H 1.887 -0.166 -4.159
H 0.006 -4.049 -1.708
N 2.541 -0.165 3.425
N -4.655 1.560 -0.901
H -0.326 -4.918 -0.228
O 0.644 0.816 -2.135
O 1.134 -0.270 1.670
C -0.593 -4.028 -0.797
C 1.871 0.699 -2.340
H 0.328 4.516 -0.121
H 4.099 -1.043 2.117
H -0.874 -0.088 2.764
H -5.154 -0.864 -0.813
H -4.385 2.518 -0.730
H 0.875 4.153 1.623
H 3.489 -0.416 3.667
O -2.593 0.920 -0.645
C -3.742 0.623 -0.807
N 3.388 -0.660 1.511
H -2.238 0.561 2.665
C -0.363 -2.660 -0.172
H 1.794 0.281 3.938
C 0.317 3.846 0.739
Hg -0.492 0.525 0.072
H 3.431 0.191 -3.333
C 2.312 -0.415 2.128
N -4.170 -0.641 -0.844
H -1.661 -4.027 -1.019
N 2.716 1.310 -1.668
O -1.536 0.189 2.131
H 0.719 -2.524 -0.188
O 0.639 2.530 0.469
H 3.210 -1.049 0.596
O -0.854 -1.608 -0.898
H -0.725 3.991 1.027
N 2.428 0.073 -3.340
H -5.546 1.177 -1.180
H 3.706 1.184 -1.824



no.,largest force on an atom (hartree/bohr)
1,0.1073
2,0.0906
3,0.0360
4,0.0730
5,0.0733
6,0.0810
7,0.1846
8,0.1626